Density functional theory data (ωB97M-V/def2-TZVPD) for a structure of composition C28H20BF2N6ORh.

Properties
E_LUMO (spin up / spin down) = -0.741 / -0.729 eV
F_max = 0.89 eV/Å
E_HOMO (spin up / spin down) = -6.978 / -6.081 eV

Each line ends with the Mulliken charge.
Element x y z (Å)
Rh  -0.347  -0.254  0.450  0.18
C  -0.194  0.235  -2.876  -1.75
C  -0.453  1.473  -2.085  1.18
C  -0.570  2.698  -2.750  -0.89
C  -0.934  3.835  -2.061  -0.67
C  -1.222  3.735  -0.705  -1.10
C  -1.088  2.504  -0.094  0.66
N  -0.656  1.399  -0.767  1.02
C  -1.453  2.313  1.346  0.26
C  -1.972  3.263  2.215  -0.79
C  -2.250  2.863  3.519  -0.87
C  -2.017  1.557  3.945  -1.01
C  -1.500  0.662  3.019  0.49
N  -1.252  1.071  1.782  0.45
C  -1.123  -0.765  3.247  0.64
C  -1.417  -1.418  4.428  -1.10
C  -1.008  -2.737  4.574  -0.65
C  -0.318  -3.347  3.547  -1.03
C  -0.050  -2.643  2.375  0.68
C  0.672  -3.262  1.226  -1.11
N  -0.453  -1.377  2.233  0.64
H  0.546  0.424  -3.653  0.52
H  -1.127  -0.076  -3.350  0.35
H  0.148  -0.584  -2.243  0.11
H  -0.387  2.724  -3.815  0.52
H  -1.026  4.786  -2.568  0.45
H  -1.547  4.599  -0.147  0.41
H  -2.159  4.279  1.903  0.44
H  -2.651  3.584  4.218  0.43
H  -2.221  1.263  4.964  0.43
H  -1.960  -0.917  5.214  0.44
H  -1.231  -3.276  5.484  0.43
H  0.014  -4.372  3.627  0.49
H  1.126  -4.207  1.514  0.50
H  1.443  -2.579  0.866  0.13
H  -0.033  -3.444  0.412  -0.02
F  2.289  -0.597  3.056  -0.30
B  1.868  0.395  2.277  0.57
F  1.513  1.512  2.909  -0.30
O  -2.266  -1.186  -0.188  -0.42
N  -2.523  -1.070  -1.456  -0.22
C  -2.673  -2.220  -2.085  0.71
C  -2.461  -3.470  -1.429  0.27
N  -2.299  -4.491  -0.923  -0.54
C  -2.973  -2.192  -3.481  -0.03
N  -3.212  -2.173  -4.607  -0.51
C  1.673  0.222  0.781  -0.38
C  2.201  0.145  -0.353  0.05
C  2.866  0.114  -1.587  0.45
C  3.207  1.318  -2.231  -0.30
C  3.827  1.301  -3.465  -0.70
C  4.116  0.093  -4.090  -0.46
C  3.784  -1.103  -3.461  -0.65
C  3.172  -1.101  -2.224  -0.26
H  2.972  2.256  -1.746  0.48
H  4.084  2.235  -3.945  0.39
H  4.596  0.082  -5.059  0.41
H  4.004  -2.046  -3.942  0.41
H  2.903  -2.032  -1.743  0.47